This record from the Open Molecules 2025 dataset describes a structure of composition C36H51BBaGeN12OS4Se. The level of theory is wB97M-V/def2-TZVPD.

The geometry in XYZ format:
```
108
Properties=species:S:1:pos:R:3:lowdin_charge:R:1
Ba 0.320 -0.285 0.364 1.447
C -1.179 0.841 -4.603 -0.094
C -0.599 1.177 -3.368 -0.214
N -0.785 0.218 -2.475 0.008
N -1.481 -0.752 -3.104 -0.039
C -1.731 -0.403 -4.378 -0.107
B -1.770 -2.117 -2.442 -0.540
N -2.596 -1.946 -1.143 -0.038
C -3.846 -2.393 -0.930 -0.109
C -4.236 -2.021 0.341 -0.075
C -3.132 -1.320 0.847 -0.193
N -2.156 -1.285 -0.053 -0.096
N -0.423 -2.851 -2.219 -0.037
C -0.068 -4.060 -2.691 -0.106
C 1.255 -4.284 -2.371 -0.067
C 1.635 -3.123 -1.684 -0.175
N 0.624 -2.271 -1.600 -0.059
H -1.199 1.420 -5.511 0.077
H -0.065 2.071 -3.086 0.077
H -2.275 -1.070 -5.027 0.106
H -2.433 -2.788 -3.198 0.112
H -4.358 -2.949 -1.698 0.107
H -5.175 -2.222 0.828 0.081
H -2.979 -0.851 1.809 0.044
H -0.782 -4.664 -3.226 0.108
H 1.847 -5.159 -2.578 0.081
H 2.579 -2.876 -1.225 0.094
O 0.426 4.217 6.615 -0.143
C 0.242 3.553 5.611 -1.088
S -0.330 1.891 5.606 0.884
C -0.357 1.625 3.860 -1.231
C 0.047 2.665 3.101 -1.225
S 0.122 2.769 1.355 0.217
S 0.530 4.122 3.973 0.882
S -0.912 0.039 3.362 0.302
C -4.799 5.667 -1.442 -0.231
Ge -3.990 4.626 -2.886 0.711
C -5.229 4.647 -4.417 -0.238
C -2.319 5.486 -3.439 -0.224
C -3.579 2.820 -2.299 -0.597
Se -2.419 2.870 -0.703 0.781
C -3.714 2.186 0.567 -0.396
H -4.882 6.718 -1.728 0.009
H -4.177 5.593 -0.551 0.007
H -5.797 5.295 -1.203 0.013
H -5.458 5.674 -4.710 0.005
H -6.166 4.149 -4.160 0.007
H -4.796 4.135 -5.277 0.008
H -2.448 6.563 -3.561 0.009
H -1.965 5.067 -4.383 0.012
H -1.556 5.315 -2.678 0.010
H -3.030 2.280 -3.072 -0.018
H -4.476 2.244 -2.069 0.018
H -4.588 2.834 0.612 0.014
H -3.203 2.170 1.529 0.016
H -3.997 1.172 0.291 0.002
N 3.980 4.187 -3.387 0.115
N 3.642 3.028 -2.689 -0.307
N 4.538 2.173 -2.265 0.118
C 3.748 1.252 -1.717 -0.204
N 2.452 1.560 -1.827 0.035
N 2.402 2.706 -2.460 0.072
H 4.699 4.647 -2.838 0.088
H 3.138 4.756 -3.367 0.090
H 4.117 0.366 -1.230 0.090
C -1.702 -5.131 0.735 -0.049
C -0.264 -4.939 1.145 -0.287
C 0.549 -6.040 1.454 -0.066
C 1.863 -5.816 1.834 -0.309
C 2.753 -6.981 2.196 -0.078
C 2.384 -4.528 1.895 -0.022
C 1.609 -3.377 1.579 -0.323
C 0.255 -3.670 1.218 -0.041
N 1.986 -2.081 1.552 -0.104
C 3.243 -1.626 2.107 -0.486
C 4.496 -2.075 1.319 -0.087
C 5.778 -1.494 1.927 -0.294
C 5.889 -1.917 3.397 -0.128
C 4.685 -1.387 4.184 -0.291
C 4.638 0.139 4.083 -0.120
C 4.507 0.539 2.612 -0.280
C 5.729 0.033 1.843 -0.129
C 3.234 -0.083 2.034 -0.139
C 3.400 -1.981 3.601 -0.075
H -1.969 -6.190 0.720 0.063
H -1.881 -4.720 -0.261 0.061
H -2.382 -4.615 1.416 0.076
H 0.149 -7.048 1.410 0.088
H 2.256 -7.932 1.997 0.059
H 3.023 -6.959 3.256 0.069
H 3.686 -6.962 1.626 0.067
H 3.419 -4.429 2.191 0.079
H -0.421 -2.849 1.002 0.046
H 4.381 -1.720 0.286 0.107
H 4.563 -3.162 1.267 0.101
H 6.647 -1.869 1.374 0.129
H 6.822 -1.529 3.825 0.110
H 5.926 -3.010 3.466 0.115
H 4.779 -1.678 5.236 0.132
H 5.546 0.580 4.512 0.113
H 3.784 0.523 4.648 0.124
H 4.438 1.628 2.531 0.141
H 6.644 0.468 2.264 0.112
H 5.672 0.348 0.795 0.102
H 3.146 0.238 0.986 0.069
H 2.359 0.306 2.569 0.101
H 2.518 -1.596 4.123 0.133
H 3.402 -3.063 3.735 0.104
```

Results
Frontier orbital gap, eV: 4.65
Largest force on an atom, Eh/bohr: 0.018
LUMO level, eV: 3.69
Relative energy (zero: lowest compared OMol25 entry of this formula, charge and spin), kJ/mol: 0.0
Net charge: -2

This record from the Open Molecules 2025 dataset describes a structure of composition C33H27AsNO5PPd in a non-equilibrium geometry. The level of theory is wB97M-V/def2-TZVPD.

The geometry in XYZ format:
```
69
Properties=species:S:1:pos:R:3:lowdin_charge:R:1
Pd 0.091 -0.034 -0.146 0.899
O -1.829 -4.652 3.127 0.093
C -1.367 -3.607 2.414 -0.268
C -0.030 -3.197 2.472 0.083
C 0.348 -2.128 1.694 -0.150
N -0.544 -1.520 0.924 -0.014
C -1.818 -1.876 0.853 -0.142
C -2.282 -2.933 1.600 0.096
C -2.620 -0.978 -0.092 -0.570
O -3.789 -1.212 -0.301 0.086
O -1.922 0.006 -0.585 -0.151
C 1.743 -1.508 1.610 -0.567
O 2.663 -1.987 2.230 0.087
O 1.801 -0.448 0.843 -0.181
H -1.116 -5.041 3.646 0.119
H 0.710 -3.685 3.094 0.135
H -3.321 -3.224 1.546 0.140
C 2.073 2.534 -2.301 -0.382
C 1.801 3.960 -2.761 -0.444
As 3.428 4.752 -3.563 1.297
C 4.452 4.717 -1.897 -0.429
C 5.552 3.870 -1.810 -0.134
C 6.259 3.749 -0.619 -0.086
C 5.869 4.479 0.492 -0.087
C 4.771 5.327 0.414 -0.089
C 4.065 5.443 -0.772 -0.108
C 2.863 6.620 -3.484 -0.432
C 1.527 7.001 -3.548 -0.115
C 1.176 8.346 -3.532 -0.087
C 2.157 9.321 -3.459 -0.093
C 3.494 8.949 -3.404 -0.087
C 3.843 7.609 -3.423 -0.129
P 0.702 1.934 -1.239 0.996
C 0.851 3.055 0.197 -0.346
C 0.028 4.115 0.567 -0.081
C 0.315 4.861 1.703 -0.076
C 1.428 4.566 2.475 -0.082
C 2.257 3.515 2.112 -0.078
C 1.966 2.761 0.989 -0.111
C -0.783 2.248 -2.252 -0.374
C -1.959 2.873 -1.855 -0.086
C -3.061 2.898 -2.697 -0.067
C -3.012 2.290 -3.939 -0.075
C -1.847 1.656 -4.345 -0.072
C -0.748 1.630 -3.505 -0.113
H 2.978 2.477 -1.690 0.068
H 2.204 1.858 -3.147 0.079
H 1.516 4.595 -1.920 0.060
H 0.993 3.971 -3.492 0.060
H 5.860 3.299 -2.679 0.091
H 7.112 3.085 -0.562 0.103
H 6.424 4.395 1.418 0.103
H 4.460 5.895 1.282 0.104
H 3.209 6.108 -0.823 0.106
H 0.744 6.255 -3.610 0.090
H 0.132 8.629 -3.578 0.102
H 1.884 10.368 -3.446 0.101
H 4.266 9.706 -3.348 0.103
H 4.890 7.328 -3.379 0.101
H -0.822 4.397 -0.032 0.082
H -0.336 5.681 1.978 0.105
H 1.646 5.152 3.358 0.105
H 3.129 3.274 2.706 0.111
H 2.606 1.923 0.734 0.096
H -2.056 3.305 -0.873 0.086
H -3.973 3.376 -2.363 0.108
H -3.886 2.284 -4.577 0.105
H -1.798 1.167 -5.309 0.106
H 0.145 1.105 -3.827 0.102
```

Results
Frontier orbital gap, eV: 8.72
Largest force on an atom, Eh/bohr: 0.024
LUMO level, eV: -0.02
Relative energy (zero: lowest compared OMol25 entry of this formula, charge and spin), kJ/mol: 45.0
Net charge: 0

This record from the Open Molecules 2025 dataset describes a structure of composition C22H23Cl3N6O9Zr. The level of theory is wB97M-V/def2-TZVPD.

The geometry in XYZ format:
```
64
Properties=species:S:1:pos:R:3:lowdin_charge:R:1
Zr 0.081 0.307 -0.047 1.899
O 5.225 -1.405 -3.051 0.134
C 5.034 -0.122 -3.325 -0.497
O 5.768 0.501 -4.048 0.113
C 3.840 0.533 -2.719 -0.032
C 3.492 1.851 -2.958 0.040
N 2.382 2.107 -2.258 0.081
N 1.968 1.037 -1.570 0.035
C 2.839 0.077 -1.847 -0.150
C 2.537 -1.250 -1.251 -0.559
O 3.303 -2.197 -1.373 0.088
O 1.448 -1.256 -0.567 -0.219
H 4.519 -1.781 -2.467 0.067
H 3.967 2.586 -3.585 0.150
H 1.801 2.940 -2.304 0.148
N -0.424 -1.853 1.184 -0.059
C 0.059 -2.688 2.303 -0.229
C 1.574 -2.836 2.362 -0.177
C 2.350 -1.682 3.007 -0.180
C 2.859 -0.580 2.090 -0.216
N 1.831 0.394 1.669 -0.052
H -1.439 -1.784 1.233 0.079
H -0.245 -2.371 0.325 0.084
H -0.387 -3.683 2.220 0.118
H -0.311 -2.266 3.241 0.102
H 1.965 -3.039 1.362 0.112
H 1.770 -3.733 2.953 0.113
H 3.238 -2.104 3.482 0.114
H 1.768 -1.243 3.827 0.111
H 3.294 -1.024 1.195 0.106
H 3.661 -0.045 2.606 0.121
H 2.299 1.178 1.211 0.085
H 1.422 0.846 2.486 0.088
O -0.234 3.576 -2.443 0.108
C -0.338 2.879 -1.458 -0.551
O -0.780 1.647 -1.435 -0.234
C 0.174 3.325 -0.061 -0.548
O 0.284 4.479 0.268 0.120
O 0.499 2.275 0.644 -0.222
Cl -5.310 -0.986 -5.233 0.673
C -4.214 -0.898 -3.893 -0.673
C -2.849 -0.869 -4.130 -0.120
C -1.987 -0.794 -3.053 -0.553
Cl -0.279 -0.864 -3.324 0.791
C -2.441 -0.717 -1.724 -0.439
O -1.624 -0.643 -0.693 -0.347
C -3.828 -0.804 -1.545 -0.569
Cl -4.449 -0.864 0.075 0.729
C -4.714 -0.884 -2.605 -0.132
H -2.459 -0.916 -5.136 0.110
H -5.777 -0.943 -2.424 0.106
N -2.876 2.085 0.402 0.182
C -2.596 1.550 1.606 -0.375
C -3.462 1.809 2.694 -0.010
C -3.164 1.320 3.932 -0.055
C -1.994 0.570 4.103 -0.061
C -1.209 0.358 3.004 -0.154
N -1.481 0.813 1.763 0.021
H -3.790 2.482 0.267 0.118
H -2.383 1.772 -0.424 0.065
H -4.353 2.397 2.519 0.117
H -3.828 1.507 4.766 0.114
H -1.711 0.160 5.061 0.106
H -0.313 -0.238 3.093 0.066
```

Results
Frontier orbital gap, eV: 8.38
Largest force on an atom, Eh/bohr: 0.009
LUMO level, eV: -0.26
Relative energy (zero: lowest compared OMol25 entry of this formula, charge and spin), kJ/mol: 0.0
Net charge: 0

This record from the Open Molecules 2025 dataset describes an isolated molecule of C2H6ClIO2Si in a non-equilibrium geometry. The level of theory is wB97M-V/def2-TZVPD.

The geometry in XYZ format:
```
13
Properties=species:S:1:pos:R:3:lowdin_charge:R:1
C -0.078 -1.287 -1.827 -0.145
C -0.859 1.547 1.224 -0.177
O 0.566 -0.319 -1.041 -0.339
O -0.380 0.240 1.519 -0.318
Si 0.815 -0.339 0.617 -0.566
Cl 1.174 -2.135 1.341 0.452
I 2.698 1.165 0.770 0.578
H -0.804 -1.946 -1.120 0.131
H 0.578 -1.898 -2.282 0.034
H -0.620 -0.772 -2.622 0.087
H -0.219 2.306 0.779 0.040
H -1.256 1.961 2.248 0.128
H -1.615 1.476 0.394 0.096
```

Results
Frontier orbital gap, eV: 10.34
SMILES: CO[Si](Cl)(I)OC
Largest force on an atom, Eh/bohr: 0.097
LUMO level, eV: 0.57
Relative energy (zero: lowest compared OMol25 entry of this formula, charge and spin), kJ/mol: 0.0
Net charge: 0